1.
Below is a molecular structure, C5H7I2N3 at a distorted geometry, with properties calculated with ωB97M-V with the def2-TZVPD basis set.

Element x y z (Å)
I -3.27323 -0.33742 -0.59123
I -3.09040 1.07715 3.28947
N -0.49279 1.52909 2.28392
N 0.25620 0.79719 0.33465
N 0.43249 1.28326 1.43855
C 1.05513 -0.11202 -0.42408
C 0.60353 -1.55145 -0.18105
C -1.85051 0.40990 0.58841
C -1.68757 0.95483 1.73854
C 1.12203 0.29542 -1.84239
H 2.09403 -0.08075 0.10154
H 0.75402 1.25714 -1.83239
H 1.36409 -2.22989 -0.10328
H 0.06823 -1.40435 0.73613
H 2.18098 0.32661 -2.09036
H -0.10043 -1.90802 -0.99180
H 0.56420 -0.30670 -2.45463

The orbital gap is 8.0 eV. Its HOMO energy is -8.882 eV. Its molecular weight is 362.94 g/mol.



2.
Below is a molecular structure, C21H27N4O10S3Sc at a distorted geometry, with properties calculated with ωB97M-V with the def2-TZVPD basis set.

Element x y z (Å)
Sc 0.60462 1.57496 0.88434
S 0.59512 -0.51914 -1.58226
S 3.17842 0.94616 0.38064
S -2.57038 1.09736 1.11014
O 1.07662 2.85346 2.23154
O 0.22642 -0.41794 -3.00106
O 0.46562 0.83646 -0.89016
O 1.43292 4.13126 4.02914
O 4.43742 1.07186 1.05814
O 0.30192 3.70086 -0.35606
O -0.47498 -0.52124 1.38514
O 2.14652 0.25246 1.20464
O 2.59552 2.20796 -0.08906
O -1.37028 1.98056 1.15194
N -0.26988 -1.81024 1.42884
N -2.12568 -1.86324 2.79034
N 0.64582 2.03386 4.30384
N 0.52912 0.76256 3.68904
C 1.10212 3.09956 3.48104
C 0.76072 -2.39864 0.80354
C -2.87948 -1.03064 -0.59646
C -0.04178 -4.56224 1.42664
C 2.46372 -0.73714 -1.77026
C 4.79592 -0.33684 -1.32736
C -1.15058 -2.56124 2.15654
C -2.94418 -1.65604 -1.82926
C -2.76178 -0.93334 -3.00076
C 5.16122 -1.17934 -2.36156
C -3.95538 2.27186 0.77854
C 0.88752 -3.77004 0.76704
C 4.17372 -1.83594 -3.08156
C -2.48568 0.42776 -2.90876
C -2.82118 -1.59034 -4.34216
C -2.39798 1.05886 -1.68356
C 0.29422 4.94316 0.35034
C 2.84082 -1.61734 -2.78016
C 3.45792 -0.12214 -1.03136
C -1.04558 -3.94894 2.15184
C -2.61808 0.32766 -0.52566
H 1.07332 2.05036 5.22834
H -3.03938 -1.59244 0.31184
H 0.01762 -5.63734 1.38054
H 5.52012 0.17496 -0.71266
H -2.13988 2.10706 -1.62446
H -3.39868 -0.98664 -5.04046
H 2.05922 -2.09834 -3.34926
H 1.43522 0.28846 3.59194
H -1.75858 -4.52984 2.71464
H 0.61102 5.76106 -0.30816
H 4.44212 -2.51174 -3.87996
H -3.26228 -2.58204 -4.27996
H -2.68228 -2.30954 3.49654
H -3.72808 2.86386 -0.09926
H 1.22172 3.54396 -0.63536
H -2.31808 0.99026 -3.81366
H 0.94122 4.90106 1.23004
H -1.80848 -1.67914 -4.73456
H -4.06008 2.91876 1.64244
H 1.47652 -1.73174 0.35374
H -3.13638 -2.71754 -1.87726
H -1.95398 -0.86524 2.82694
H 1.70092 -4.20804 0.21304
H 6.20402 -1.31534 -2.60386
H -4.85858 1.69106 0.62884
H -0.73318 5.11636 0.67264
H -0.08638 0.19106 4.26144

The orbital gap is 8.3 eV. Its HOMO energy is -8.223 eV. The energy above the lowest of the compared OMol25 structures with the same formula, charge and spin comes out at 382.40 kJ/mol. Its molecular weight is 636.62 g/mol.



3.
Below is a molecular structure, C32H22F3GeN2O3S3Tc at a distorted geometry, with properties calculated with ωB97M-V with the def2-TZVPD basis set.

Element x y z (Å)
Tc -1.47162 1.92635 -0.53064
Ge 0.95961 -1.62570 1.06822
S -1.87462 0.98959 1.64588
S -3.76457 2.64683 -0.73852
S -0.61428 2.37106 -2.58055
F -5.80233 4.78014 0.92874
F -5.48661 5.29366 -1.14462
F -5.40477 6.83455 0.37162
O -1.74090 -0.65968 1.23242
O -0.19740 -2.12754 -1.68398
O -1.00320 -0.20043 -0.91753
N -1.72750 3.87888 0.08343
N -0.34865 1.03011 0.89312
C 0.00387 -3.14041 1.79141
C -2.78633 6.29558 0.81377
C 3.84067 -3.82304 -1.03207
C -3.05001 4.09604 -0.08582
C 3.49586 1.13654 3.98988
C -0.93569 4.81746 0.60479
C 2.68626 -1.31109 -1.27926
C -1.17208 -4.30761 3.55085
C 2.83986 0.03720 4.51985
C -1.50610 -5.32171 2.66228
C -0.60839 -1.03077 -1.92491
C -0.90835 1.24704 -4.97221
C 3.40048 1.40397 2.62734
C -0.55866 -0.37969 0.47599
C -0.42367 -3.22077 3.11695
C 2.08254 -0.78829 3.69371
C -0.34585 -4.16103 0.90313
C 1.96507 -0.52548 2.33117
C -1.09586 -5.24633 1.33785
C -1.00289 0.27879 -5.95540
C -5.08129 5.55666 0.10440
C 2.82784 -3.43342 -0.16095
C 2.64348 0.57945 1.80979
C -1.43125 6.04752 0.98432
C 2.24411 -2.17372 -0.27262
C -0.82496 -1.41459 -4.28957
C 4.27929 -2.95501 -2.02126
C -0.95918 -1.06712 -5.61594
C -3.60852 5.32131 0.27665
C 3.69715 -1.69790 -2.14784
C -0.78575 0.92066 -3.61685
C -0.74888 -0.44749 -3.28341
H -0.03530 -4.10279 -0.13404
H -0.20168 -2.42522 3.81572
H -1.02786 -1.83420 -6.37623
H 2.22450 -0.33627 -1.41525
H 4.28337 -4.80787 -0.93835
H -3.20831 7.25075 1.09932
H -0.77211 6.79729 1.40028
H 2.49067 -4.12276 0.60778
H 1.60495 -1.65503 4.12971
H 5.07113 -3.25589 -2.69676
H -0.77740 -2.45391 -3.99289
H 4.08598 1.78024 4.63135
H -1.36416 -6.03026 0.64055
H -0.93224 2.29645 -5.24197
H 4.02874 -1.01921 -2.92531
H -1.50092 -4.35888 4.58233
H 2.92089 -0.18679 5.57667
H 2.58202 0.81214 0.75210
H -2.09244 -6.16740 3.00047
H -1.10674 0.57778 -6.99174
H 0.11089 4.55691 0.71151
H 3.92011 2.25437 2.20111

The orbital gap is 7.5 eV. Its HOMO energy is -7.960 eV. The energy above the lowest of the compared OMol25 structures with the same formula, charge and spin comes out at 47.30 kJ/mol. Its molecular weight is 806.34 g/mol.



4.
Below is 2 unconnected molecules or ions with the total composition C7H14N2 at a distorted geometry, with properties calculated with ωB97M-V with the def2-TZVPD basis set.

Element x y z (Å)
N -0.63001 -0.06665 -1.66054
N 0.36719 1.97584 -1.82656
C -0.82697 1.38141 0.25555
C -2.12138 0.72648 0.63465
C -0.10562 2.09593 1.11297
C 0.21844 -2.05530 1.24508
C 2.01503 -1.21714 -0.36108
C 0.80692 -2.16018 0.06850
C -0.35219 1.16359 -1.14376
H 2.17457 -0.46453 0.40429
H -2.48605 1.11896 1.58185
H 0.86065 2.49555 0.84569
H 0.62500 -2.98403 -0.60754
H 0.39152 -1.21588 1.89924
H -0.42603 2.25715 2.13052
H -2.87242 0.88793 -0.13798
H -0.30753 -0.18249 -2.61141
H -0.46887 -2.81225 1.59094
H 1.95285 -0.75163 -1.34213
H 2.90371 -1.84983 -0.41538
H -0.19469 -0.87440 -1.01343
H 0.47526 2.88448 -1.38736
H -1.99941 -0.35302 0.73790

The orbital gap is 10.0 eV. Its HOMO energy is -9.092 eV. The energy above the lowest of the compared OMol25 structures with the same formula, charge and spin comes out at 170.60 kJ/mol. The structure (SMILES) is [H]/N=C(/N)C(=C)C.C=CC. Its molecular weight is 126.20 g/mol.



5.
Below is 6 unconnected molecules or ions with the total composition C24H60O12 at a distorted geometry, with properties calculated with ωB97M-V with the def2-TZVPD basis set.

Element x y z (Å)
O 2.86890 3.13747 -2.54124
O 5.78499 1.85250 -2.34884
O 5.01856 3.06110 4.06757
O -5.16266 -1.38021 4.97480
O 1.69683 -8.36276 -4.98934
O 0.44824 -0.77185 -2.06145
O -0.68348 -0.92224 0.72028
O -5.12130 1.53354 4.08549
O -3.16758 2.21399 0.30740
O -6.13538 1.73427 -0.52880
O 3.64495 1.78239 1.95291
O 0.21160 -5.82515 -4.03685
C -1.97042 -0.81778 1.30862
C -4.98421 -0.19658 5.72181
C -5.39054 2.92513 -0.47152
C 0.76960 0.03619 -0.95378
C 4.47657 1.48375 -1.94255
C 0.16536 -6.43345 -5.29451
C -5.80127 0.94792 5.16207
C 2.53907 -8.33623 -6.11057
C 5.04030 1.74810 2.09050
C 3.08084 0.48661 1.93555
C -5.87945 2.55109 3.47133
C 2.03028 4.17468 -2.11024
C 5.68667 4.01802 4.87173
C 3.60944 2.60248 -1.46401
C -5.68997 0.67439 0.29587
C -4.18149 -1.57683 3.97366
C 5.80786 2.61272 -3.55312
C -0.35613 0.25876 0.03082
C 5.57248 2.97867 2.77925
C 0.27958 -2.15603 -1.80840
C 1.48278 -5.85156 -3.41252
C -2.88661 3.08906 1.37803
C -3.90391 2.81558 -0.73176
C 0.36536 -7.94409 -5.28704
H 3.20161 -0.00374 2.90772
H 4.63490 0.75592 -1.14099
H 4.16802 3.39205 -0.94650
H 5.59536 1.96494 -4.40576
H -6.35449 3.19368 4.21958
H 0.83531 -5.95287 -6.01921
H 6.66353 2.86953 2.81751
H 5.77732 4.98174 4.35900
H -0.06249 1.01514 0.78502
H 2.28708 -5.63941 -4.12428
H 5.26870 3.86745 2.20889
H 0.31477 -2.70305 -2.74839
H -5.82772 3.57575 -1.23344
H -6.03224 1.67591 5.95861
H 1.71292 -6.81451 -2.94777
H -1.94141 3.61850 1.19760
H 5.13700 3.47054 -3.48453
H -4.91564 0.07155 -0.18298
H 1.18191 -2.49324 -1.26923
H 5.06980 4.17580 5.75476
H 3.98343 0.90234 -2.73402
H -3.73484 2.21882 -1.63264
H -2.77945 2.49497 2.28649
H -3.16118 -1.39191 4.33765
H -5.22674 3.12145 2.81823
H -4.33736 -0.90771 3.12060
H 1.02534 1.00446 -1.38475
H 2.02648 0.60388 1.70689
H -2.70037 -1.23736 0.59857
H -3.65867 3.84508 1.54362
H -2.24426 0.21214 1.53411
H -1.20974 0.74026 -0.46580
H -4.23170 -2.62104 3.67102
H -6.77965 0.55760 4.84193
H -3.92213 0.06447 5.75906
H 2.89724 2.18017 -0.73695
H 0.14462 -8.34309 -6.28733
H 5.40840 0.85203 2.61590
H -5.36268 1.02980 1.27795
H 1.33583 4.44046 -2.90350
H 3.57436 -0.14027 1.18186
H 2.61782 5.07469 -1.87086
H 1.46844 3.87994 -1.21479
H 2.47963 -7.37938 -6.64613
H -0.86050 -6.29738 -5.65200
H 5.53055 1.64914 1.10364
H 2.22912 -9.08442 -6.86161
H -6.53634 0.01121 0.50209
H -0.30048 -8.38128 -4.54470
H 6.80991 3.03181 -3.65793
H -0.61302 -2.34125 -1.22496
H -5.58872 3.42944 0.48939
H 1.47817 -5.11100 -2.61331
H 1.60579 -0.39984 -0.38608
H 6.66801 3.63675 5.16881
H -3.50976 3.81581 -0.96288
H -5.31341 -0.39608 6.74511
H -6.68784 2.09983 2.87626
H 3.54132 -8.56114 -5.76426
H -2.04571 -1.46870 2.17852

The orbital gap is 9.9 eV. Its HOMO energy is -9.252 eV. The energy above the lowest of the compared OMol25 structures with the same formula, charge and spin comes out at 414.12 kJ/mol. The structure (SMILES) is COCCOC.COCCOC.COCCOC.COCCOC.COCCOC.COCCOC. Its molecular weight is 540.73 g/mol.